Entry 1:
Entry from the Open Molecules 2025 dataset: a cluster of 4 separate species, C18H30BN3O8S2 in total in a non-equilibrium geometry (ωB97M-V with the def2-TZVPD basis set).

```
! wB97M-V def2-TZVPD RIJCOSX def2/J DEFGRID3
* xyz 0 1
S 0.0262 -1.7133 2.7754
S -1.3342 -1.5573 -1.4516
O 2.6502 -0.8517 -3.1060
O -4.0803 -0.0868 2.0997
O -0.2775 -3.1211 3.2416
O -2.8180 1.5875 3.0107
O 1.6121 -1.5334 2.2512
O 1.6910 -3.0475 -2.5534
O 2.3074 -1.5054 -0.6688
O -0.1923 -0.7209 3.8871
N -5.8212 -4.5745 -1.0420
N 5.2764 2.4540 -2.5556
N 1.6717 3.7763 1.7004
C 0.8693 0.6227 -0.8850
C -3.3170 2.0627 0.6760
C 2.0657 1.6733 -0.8744
C -3.7103 -1.0195 1.0568
C -3.4038 1.1551 1.9828
C -0.1697 -1.6896 -0.0084
C 1.1498 4.0778 2.6813
C 5.5737 1.6885 -3.3626
C 5.9521 0.7132 -4.3881
C -1.0373 -1.2528 1.3137
C -4.6873 -4.6845 -1.2048
C -2.4663 -1.9620 1.4083
C 1.1753 -0.7716 -0.1687
C 0.4847 4.4615 3.9290
C 3.4543 1.3952 -0.8956
C -2.0762 3.1076 0.8043
C -3.2438 -4.8246 -1.4114
C 1.5817 -0.3788 1.3642
B 2.2310 -1.7961 -2.0683
H 4.1084 1.9920 -0.1623
H 0.4691 0.5482 -1.9510
H -1.1354 -0.1134 1.2300
H 1.0961 -2.8561 -3.3187
H 0.7104 5.4947 4.2028
H -4.2753 2.6514 0.4474
H -0.6015 4.3761 3.8474
H -1.6970 -0.2235 -1.5383
H 5.6285 -0.2957 -4.1212
H 1.8691 -0.3893 -3.4776
H 7.0346 0.6806 -4.5310
H -3.0924 1.4691 -0.2888
H 5.5036 0.9531 -5.3548
H -2.5650 -2.9027 0.7589
H -2.6049 -2.3165 2.4929
H 3.9810 0.6089 -1.5189
H 0.1061 -2.7957 0.1333
H 0.7985 3.8282 4.7619
H -2.6841 -4.0576 -0.8709
H -4.6170 -1.7213 0.9188
H -1.7143 3.3854 -0.2567
H 2.6758 -0.0243 1.2789
H -3.5337 -0.5457 0.0348
H -1.1670 2.6319 1.3211
H 0.9991 0.5141 1.7637
H 1.7680 2.7846 -0.8963
H -2.9777 -4.7358 -2.4671
H -2.3590 4.0583 1.3622
H 0.0180 1.1123 -0.2720
H -2.8797 -5.7952 -1.0665
*
```

Its LUMO energy is -0.29 eV. Its frontier orbital gap is 0.294 hartree.


Entry 2:
Entry from the Open Molecules 2025 dataset: a cluster of 3 separate species, C18H30Br2F4O5S in total (ωB97M-V with the def2-TZVPD basis set).

```
! wB97M-V def2-TZVPD RIJCOSX def2/J DEFGRID3
* xyz 0 1
Br -1.2694 -0.9844 -1.6659
Br -4.3785 0.3709 -2.2040
S 0.0726 3.7489 3.1741
F -1.9342 1.1840 -0.2415
F -3.0220 2.6399 6.9497
F -4.2068 -1.4781 -0.2616
F -4.3779 0.5619 0.4594
O 0.8016 -1.9216 -4.1300
O 1.1268 3.2337 4.0014
O 2.3801 -0.2744 -0.2074
O -0.1581 5.1542 3.0742
O 0.2701 3.2139 1.7018
C -1.4499 2.9150 3.5875
C -0.3220 0.8994 2.3998
C -1.5324 2.7054 5.1024
C -1.6249 1.6178 2.7697
C 1.5466 -1.8125 -6.3665
C 1.6507 -1.1618 -4.9934
C 3.4192 -2.3830 0.0111
C -2.9717 2.7759 5.5666
C -1.9032 -0.8013 1.1069
C -0.0295 -2.7923 -4.9030
C 3.0719 -1.0907 0.7391
C -0.5104 -0.4279 1.6173
C 0.6616 1.8166 1.6434
C -2.2633 -0.1419 -0.2239
C 3.6154 -1.8842 -1.4196
C 2.5253 -0.8287 -1.5248
C -3.7839 -0.2200 -0.4686
C 0.1112 -2.3351 -6.3489
H -0.1816 -1.2486 2.2578
H 3.5060 -2.6635 -2.1728
H -1.0892 1.7462 5.3769
H 3.9746 -0.5692 1.0743
H 4.6035 -1.4319 -1.5291
H 0.3170 -3.8234 -4.7775
H 1.6642 1.7379 2.0588
H 2.5814 -3.0822 0.0552
H 1.5769 -1.2723 -1.8352
H 2.7691 -0.0175 -2.2124
H 4.2977 -2.8735 0.4280
H 2.4248 -1.2466 1.6052
H -3.5886 1.9783 5.1442
H 1.7461 -1.1123 -7.1761
H 0.1511 0.6295 3.3477
H -1.9252 -1.8748 0.9247
H -0.9699 3.4729 5.6377
H -0.0703 -3.1386 -7.0609
H 1.3009 -0.1244 -5.0187
H 0.7070 1.5893 0.5821
H -2.6900 -0.5975 1.8354
H -3.4103 3.7432 5.3110
H 0.1705 -0.4465 0.7630
H -2.2171 3.6254 3.2717
H -0.5885 -1.5242 -6.5605
H -1.0514 -2.7229 -4.5271
H -2.2268 1.8251 1.8886
H 2.6630 -1.1747 -4.5861
H 2.2511 -2.6425 -6.4492
H -2.2111 0.9396 3.3979
*
```

Its LUMO energy is 0.40 eV. Its frontier orbital gap is 0.372 hartree.


Entry 3:
Entry from the Open Molecules 2025 dataset: a structure of composition C18H30Br2N4O6PYb in a non-equilibrium geometry (ωB97M-V with the def2-TZVPD basis set).

```
! wB97M-V def2-TZVPD RIJCOSX def2/J DEFGRID3
* xyz 2 2
Yb 0.5352 -0.1021 0.6069
Br 1.4293 4.1868 -4.9246
Br 0.3149 4.5082 0.6645
P -2.9492 -0.1562 0.4661
O 0.9646 -2.5184 0.5413
O -3.5732 -1.4450 0.0948
O 4.2501 1.2952 0.8223
O -1.6969 -0.2367 1.3168
O -0.2920 1.7052 0.2879
O 2.3153 0.4749 0.1088
N 0.0840 0.0362 -1.8437
N -2.9703 -0.3542 -2.1847
N -3.6028 0.8526 2.8664
N 0.8075 0.8208 2.9108
C 0.4991 3.5472 -0.9408
C 2.2540 0.7829 3.2817
C 0.1887 -0.7256 -2.9268
C 3.2623 0.6260 0.9748
C 2.8770 -2.2984 -0.9675
C 0.6984 1.9676 -3.2384
C 0.7858 1.1074 -4.3484
C -4.0420 1.0168 1.4668
C 0.8928 4.1297 -2.1378
C 1.8296 -3.2244 -0.3790
C 3.0346 -0.1265 2.3261
C 0.9665 3.3574 -3.2777
C 0.1759 -3.4478 1.3097
C 0.1767 2.1973 -0.8248
C 0.3277 1.3798 -1.9906
C 0.5271 -0.2324 -4.1918
C -0.2507 -2.8332 2.6328
C -2.8717 0.7386 -1.2012
H -2.5785 0.6528 2.7723
H 0.6208 -2.5453 3.2217
H -4.0492 0.0348 3.3008
H -0.7993 -3.5836 3.1955
H -0.7018 -3.7438 0.7210
H 1.1326 5.1823 -2.1750
H 1.2051 -3.6770 -1.1617
H -2.0293 -0.6765 -2.4659
H 3.4250 -2.8278 -1.7436
H -1.9831 1.3442 -1.3459
H -3.7494 1.3778 -1.2696
H 2.3662 0.4152 4.3072
H 0.5911 -0.9084 -5.0282
H 3.5880 -1.9862 -0.2047
H -3.7778 1.6792 3.4512
H 1.0539 1.5120 -5.3114
H -3.8384 2.0394 1.1493
H 4.0201 -0.3373 2.7462
H 2.4311 -1.4098 -1.4189
H -0.9097 -1.9805 2.4727
H 2.4928 -1.0774 2.1751
H -5.1047 0.8081 1.3557
H -3.4289 -1.1351 -1.6177
H 0.7806 -4.3382 1.5102
H 2.6814 1.7894 3.2376
H 0.2773 0.4917 3.7204
H -3.5167 -0.1125 -3.0165
H 2.3326 -4.0311 0.1677
H -0.0171 -1.7856 -2.8009
H 0.5356 1.7986 2.7547
*
```

As for the energy above the lowest of the compared OMol25 structures with the same formula, charge and spin: 74.7 kcal per mole. As for the expectation value of S²: 0.751. Its LUMO energy (alpha / beta) is -5.82 / -5.83 eV. Its frontier orbital gap (alpha / beta) is 0.264 / 0.264 hartree.


Entry 4:
Entry from the Open Molecules 2025 dataset: a structure of composition C18H30F5N5OTl (ωB97M-V with the def2-TZVPD basis set).

```
! wB97M-V def2-TZVPD RIJCOSX def2/J DEFGRID3
* xyz 1 1
Tl 0.4148 -0.0642 -0.5732
F 2.7428 -1.6775 1.0456
F 3.5593 1.4041 -0.4332
F 4.7277 -0.8805 0.7070
F 3.4389 -1.2743 -0.9845
F 3.0087 0.9824 1.6661
O -4.8050 0.5264 2.7553
N -2.5587 -1.5264 -0.3621
N 0.1433 0.5386 2.1689
N 0.4291 2.7191 -0.1412
N -3.7005 2.4563 1.2847
N -5.1578 -1.5864 3.4562
C -4.7860 -0.7030 2.5362
C -5.2844 -1.4604 0.1892
C -0.2777 1.7689 2.8679
C 2.7939 0.5488 0.3401
C -1.7927 1.9441 2.7695
C -5.6144 -1.1128 4.7793
C -3.4547 -1.8461 -1.2935
C -3.0091 -1.2189 0.8508
C -1.5591 3.6402 0.9415
C -4.8267 -1.8242 -1.0638
C -2.2023 2.3254 1.3547
C -3.8304 -3.6468 3.8723
C -4.3512 -1.1683 1.1790
C -5.0866 -3.0471 3.2611
C 3.4690 -0.8115 0.2789
C 0.4489 3.0079 2.3329
C -0.0336 3.5464 0.9843
C -4.5393 -0.4594 5.6400
H -3.0598 -2.1066 -2.2689
H -2.0946 2.7448 3.4566
H -4.2118 1.6303 1.7077
H -1.8862 4.4315 1.6269
H -6.4482 -0.4285 4.6234
H -3.7435 -3.3869 4.9297
H -0.1550 -0.2703 2.7069
H -6.3458 -1.4112 0.4057
H 1.5222 2.8047 2.2831
H -4.0014 3.2795 1.8064
H -4.0140 2.5759 0.3232
H -4.1336 0.4266 5.1622
H -4.9845 -0.1614 6.5903
H -5.9970 -1.9915 5.2936
H 1.4402 2.6159 -0.0937
H -2.2481 -0.9731 1.5904
H -5.9770 -3.4762 3.7172
H -2.9404 -3.2804 3.3547
H -3.7260 -1.1557 5.8524
H 0.3542 4.5638 0.8935
H 0.3160 3.8059 3.0694
H 0.2347 3.2003 -1.0140
H -1.8741 3.9274 -0.0688
H -5.5193 -2.0734 -1.8570
H 1.1614 0.5058 2.1784
H -5.1330 -3.2643 2.1987
H -1.9241 1.5365 0.6570
H -3.8494 -4.7337 3.7918
H -2.3016 1.0300 3.0946
H -0.0302 1.6930 3.9298
*
```

As for the energy above the lowest of the compared OMol25 structures with the same formula, charge and spin: 3.6 kcal per mole. Its LUMO energy is -2.65 eV. Its frontier orbital gap is 0.268 hartree.


Entry 5:
Entry from the Open Molecules 2025 dataset: a structure of composition C18H30FFeO18 in a non-equilibrium geometry (ωB97M-V with the def2-TZVPD basis set).

```
! wB97M-V def2-TZVPD RIJCOSX def2/J DEFGRID3
* xyz 0 6
Fe 2.3224 1.2897 -0.5978
F -5.6718 -3.0559 0.6283
O -3.6357 -1.5008 -3.2307
O -4.0938 -1.6417 -5.3805
O 0.3919 4.0291 1.7617
O -3.3810 0.2125 -4.6494
O -3.4331 -5.0818 0.0146
O 0.6477 -1.8558 3.5956
O 1.2791 -0.1824 4.8703
O 2.3291 -2.1771 4.9736
O 0.3883 1.5482 -1.3148
O 1.9946 2.6292 1.1439
O 2.9672 1.5232 -2.6010
O 1.9252 3.4289 3.1700
O 3.6965 0.6832 0.8163
O 3.2978 -0.6198 -0.8397
O -2.0401 -4.4039 1.6007
O 0.7389 0.2430 0.3503
O -3.3983 -2.9373 0.6136
O 3.2127 3.1508 -1.2198
C -4.3701 -4.4477 -0.8359
C 3.0334 2.5984 3.5549
C -2.9233 1.1709 -3.7098
C 2.0769 0.3033 5.9301
C 3.3062 2.7475 -2.4243
C 1.4789 -1.4758 4.5223
C -0.2251 -0.9279 2.9963
C 4.0376 -0.3585 0.1641
C -2.8788 -4.1723 0.8340
C -0.3295 3.8480 0.5363
C -0.0780 0.6265 -0.5562
C 5.1700 -1.2296 0.5870
C -4.4648 -3.0336 -5.3164
C 3.7733 3.5973 -3.5476
C 1.4599 3.2771 1.9557
C -4.5370 -3.0691 -0.2190
C -3.6744 -1.0140 -4.3003
C -1.3234 -0.1507 -0.7942
H -1.4386 -0.2962 -1.8630
H -4.3607 -3.4386 -4.3100
H 4.4580 4.3442 -3.1491
H -3.8295 -3.6046 -5.9923
H -0.7595 -0.3847 3.7800
H -3.4385 1.0499 -2.7553
H 4.2626 3.0035 -4.3120
H 2.3022 -0.3819 6.7530
H -1.8577 1.0648 -3.5364
H -1.2272 -1.1666 -0.4175
H -5.3499 -4.9220 -0.7834
H 1.5918 1.1688 6.3647
H 0.3352 -0.2696 2.3394
H -0.9846 4.6939 0.3912
H 2.9410 2.4490 4.6164
H 3.1061 1.6965 2.9565
H 3.9290 3.2057 3.3936
H -0.9726 -1.4937 2.4576
H -3.1828 2.1411 -4.1082
H 4.7996 -1.8403 1.4042
H -5.5002 -3.1061 -5.6510
H -4.0180 -4.4135 -1.8636
H 5.9909 -0.5710 0.8764
H -4.6292 -2.2465 -0.9255
H -2.1890 0.3254 -0.3407
H 3.0709 0.5106 5.5235
H 0.3344 3.6576 -0.3060
H 5.5699 -1.8136 -0.2355
H 2.9346 4.1171 -4.0087
H -0.9577 2.9496 0.6195
*
```

As for the energy above the lowest of the compared OMol25 structures with the same formula, charge and spin: 0.0 kcal per mole. As for the expectation value of S²: 8.756. Its LUMO energy (alpha / beta) is 0.36 / -0.97 eV. Its frontier orbital gap (alpha / beta) is 0.386 / 0.343 hartree.


Entry 6:
Entry from the Open Molecules 2025 dataset: a cluster of 5 separate species, C18H30N2O17P in total (ωB97M-V with the def2-TZVPD basis set).

```
! wB97M-V def2-TZVPD RIJCOSX def2/J DEFGRID3
* xyz -1 1
P 0.7883 -0.4825 4.0663
O -6.3241 -1.5034 1.0610
O 1.5793 -0.6114 5.4718
O 2.5294 1.0036 -0.6395
O 2.3707 1.3613 -6.5026
O -1.4835 -1.3695 5.7922
O 4.8396 -2.4045 -0.3572
O 2.6816 -1.9221 -0.5564
O 3.8656 -2.4866 -2.3843
O -2.8039 -0.8110 4.0625
O 1.6863 2.8874 -1.4728
O 1.2968 2.3290 0.6853
O 1.6027 3.2345 -7.4221
O -5.2058 -2.2162 -0.7583
O -4.8448 -3.1496 1.2585
O 0.3683 -1.9824 3.7002
O 1.7043 0.1016 3.0578
O 1.1932 2.8060 -5.2463
N -1.2484 1.2187 3.2784
N -0.5272 1.2720 5.5638
C -5.2052 -2.7848 2.6050
C 2.7335 0.9280 -2.0525
C -1.5213 -0.4455 -0.8495
C -0.7730 0.4277 4.4017
C 4.4377 -1.8628 0.9123
C -2.0185 0.9324 -0.4185
C -1.8207 -0.6987 4.7990
C -1.2138 0.5905 1.9650
C 1.6731 2.4998 -6.2886
C 3.7919 -2.2940 -1.2077
C 2.4838 2.6565 -8.3896
C -2.3801 1.0239 1.0673
C 1.7895 2.1078 -0.3696
C 2.5736 2.3756 -2.4769
C 2.5913 1.2206 -7.9078
C -5.4284 -2.2840 0.4096
C 2.9311 -1.9883 0.8626
C -6.4991 -2.0281 2.3815
H -6.6512 -1.2217 3.0933
H 3.4397 3.1816 -8.3496
H -3.2285 0.3625 1.2751
H -1.2666 -0.4385 -1.9149
H 0.2092 1.9422 5.3749
H 2.4249 -1.1890 1.3977
H -2.2895 -1.2113 -0.7100
H -2.8905 1.1911 -1.0283
H -1.2399 1.6790 -0.6173
H -0.0727 -2.3725 4.4796
H 3.5618 0.7685 -8.0912
H 2.1369 2.4876 -3.4672
H 2.5074 -0.7200 5.2206
H -0.6165 -0.7473 -0.3171
H -4.4258 -2.1541 3.0330
H 3.5176 2.9246 -2.4197
H 1.8104 0.5812 -8.3219
H 4.7597 -0.8219 0.9657
H 2.0606 2.7534 -9.3855
H -0.8278 2.1377 3.2785
H 1.9716 0.2762 -2.4822
H -7.3761 -2.6809 2.3779
H -2.6647 2.0526 1.3022
H -1.3859 1.7555 5.7985
H -0.2902 0.8430 1.4352
H -1.2554 -0.4932 2.0705
H 2.5785 -2.9529 1.2312
H 4.8958 -2.4249 1.7215
H 3.7166 0.5155 -2.2677
H -5.3234 -3.6757 3.2157
*
```

Its LUMO energy is 1.70 eV. Its frontier orbital gap is 0.239 hartree.


Entry 7:
Entry from the Open Molecules 2025 dataset: the molecule C18H30N4O2 (ωB97M-V with the def2-TZVPD basis set).

```
! wB97M-V def2-TZVPD RIJCOSX def2/J DEFGRID3
* xyz 0 1
O 2.0544 -0.4222 -2.1756
O -5.6117 0.8251 0.1436
N -3.5761 1.8656 0.2893
N -4.4312 3.5516 2.1090
N 3.4065 -2.5479 -3.3482
N 0.0350 -1.4790 -2.3498
C -0.8450 -0.6177 -1.6808
C 5.4547 -3.0640 -2.1238
C -0.4345 0.5757 -1.0939
C -1.0995 2.0062 3.1818
C -3.1082 -0.1815 -0.9639
C 7.5764 -3.6977 -0.9114
C 1.9632 -2.4936 -3.3941
C -5.4589 2.9395 1.2869
C -4.1690 2.8064 3.3328
C 6.0531 -3.7099 -0.8774
C 3.9299 -3.0662 -2.0929
C 1.3720 -1.3455 -2.5632
C -1.3550 1.3780 -0.4517
C -1.6859 3.4055 3.3287
C -2.6977 1.0122 -0.3761
C -3.0047 3.4248 4.1030
C -4.9057 1.7377 0.5134
C -2.1875 -0.9824 -1.6075
H 3.5672 -4.0948 -1.9865
H -5.0575 2.7703 3.9860
H -5.8007 3.6648 0.5424
H -4.1441 -0.4713 -0.9119
H -6.3383 2.6005 1.8558
H -3.2586 4.4601 4.3454
H 1.6599 -2.3370 -4.4366
H -0.1443 2.0483 2.6638
H -2.5159 -1.9070 -2.0618
H -2.8819 2.8837 5.0429
H 5.7859 -3.6002 -3.0149
H -1.7593 1.3541 2.6159
H -0.4066 -2.3016 -2.7377
H 7.9838 -4.1632 -0.0169
H -1.0293 2.3041 -0.0013
H -3.9314 1.7778 3.0515
H 0.6005 0.8677 -1.1455
H -4.6914 4.5035 2.3494
H 5.7002 -4.7409 -0.8000
H 5.7049 -3.1738 0.0085
H 1.5609 -3.4536 -3.0578
H 3.5795 -2.4910 -1.2205
H 7.9482 -2.6770 -0.9671
H 5.8081 -2.0335 -2.2036
H -1.8484 3.8486 2.3443
H -3.1694 2.6913 0.7206
H -0.9658 4.0336 3.8580
H -0.9357 1.5612 4.1609
H 3.7628 -1.6035 -3.4823
H 7.9420 -4.2421 -1.7793
*
```

As for the energy above the lowest of the compared OMol25 structures with the same formula, charge and spin: 3.5 kcal per mole. Its LUMO energy is 0.77 eV. Its frontier orbital gap is 0.320 hartree.


Entry 8:
Entry from the Open Molecules 2025 dataset: a structure of composition C18H30NO5P2SSm in a non-equilibrium geometry (ωB97M-V with the def2-TZVPD basis set).

```
! wB97M-V def2-TZVPD RIJCOSX def2/J DEFGRID3
* xyz 2 6
Sm -1.0424 -0.4549 -0.6321
S 0.4903 -1.4477 1.8376
P -0.2034 3.0930 -0.5389
P 0.5984 -2.2776 -1.9957
O -1.3277 -1.6846 1.2985
O -2.2002 1.0148 -2.7757
O 1.2230 -2.6930 1.7997
O -4.0433 -2.6462 -2.1342
O 0.7331 -0.3670 0.8396
N 0.9329 0.8511 -2.4976
C 0.8212 2.1558 -2.9842
C -1.1617 -1.4804 4.1164
C 1.3321 2.4977 -4.2589
C 2.0320 -1.3956 -2.6985
C 0.8885 -0.1977 4.3001
C -0.7385 -0.3029 7.7123
C 0.0221 -1.0118 3.5646
C 2.5761 0.4799 -4.2431
C 0.2404 3.2215 -2.2489
C -1.7459 4.1627 -0.3684
C 1.7862 0.0490 -3.1699
C -0.5703 -0.4767 6.2508
C 0.5605 0.0515 5.6366
C 2.3314 1.7293 -4.8128
C -1.4619 -1.1685 5.4425
C 1.2621 4.1536 -0.1926
C 1.3625 -3.6881 -1.0978
C -0.1766 -3.1011 -3.4454
H 3.3283 -0.1941 -4.6402
H 2.8357 -1.3870 -1.9324
H -1.9057 -2.0557 3.5513
H 0.4933 -3.8743 -3.8616
H -2.8149 0.4357 -3.2178
H 1.6446 -4.4948 -1.7985
H 0.1203 -0.7438 8.2101
H 2.0558 3.8194 -0.8763
H 0.6299 -4.0876 -0.3788
H -2.0796 4.0823 0.6822
H 1.0064 3.4392 -4.7234
H 2.4527 -1.9693 -3.5427
H -0.4073 -2.3380 -4.2055
H -5.0141 -2.8185 -2.1121
H 2.9128 2.0799 -5.6563
H 1.7981 0.2090 3.8456
H -0.7563 0.7521 7.9726
H -2.5619 3.7757 -1.0043
H -1.1289 -3.5608 -3.1274
H -2.3705 1.9111 -3.0534
H 1.6210 4.0584 0.8284
H -0.1894 4.0095 -2.8715
H -1.5178 -2.2990 2.1133
H -1.5560 5.2234 -0.5985
H -2.4118 -1.5225 5.8218
H -3.5590 -3.2485 -1.4927
H 1.2076 0.6777 6.2371
H -1.6307 -0.7871 8.0853
H 1.0310 5.1972 -0.4302
H 2.2455 -3.3556 -0.5278
*
```

As for the expectation value of S²: 8.828. Its LUMO energy (alpha / beta) is -5.91 / -6.15 eV. Its frontier orbital gap (alpha / beta) is 0.246 / 0.194 hartree.